[1]
# C4H3O6Y

A structure of composition C4H3O6Y at a distorted geometry (ωB97M-V with the def2-TZVPD basis set, the Open Molecules 2025 dataset).

The value obtained for the HOMO energy (spin up / spin down) is -18.42 / -14.32 eV. For the total energy, the calculation gives -643.2090 Eh. The total charge is +2. The LUMO energy (spin up / spin down) is -8.8 / -11.3 eV.

Last column: natural (NBO) charge in e.
Geometry (Å):
O: -1.151 0.843 -1.013  -0.400
C: -0.407 0.708 -0.072  0.763
O: 0.725 -1.316 0.722  -0.447
C: 0.014 -2.360 0.346  0.984
C: 0.796 -0.201 -0.150  -0.176
O: -0.637 -2.368 -0.740  -0.815
O: 0.009 -3.376 1.095  -0.782
H: 0.948 -0.520 -1.188  0.274
H: 1.670 0.382 0.169  0.258
Y: -1.376 -4.659 -0.285  1.789
O: -0.184 4.015 -0.011  -0.556
C: -0.915 2.956 0.104  1.056
O: -0.212 1.981 0.674  -0.509
H: 0.719 3.915 0.347  0.562

---

[2]
# CH3NO2P

A structure of composition CH3NO2P at a distorted geometry (ωB97M-V with the def2-TZVPD basis set, the Open Molecules 2025 dataset).

The value obtained for the HOMO energy is -3.81 eV. For the total energy, the calculation gives -586.4511 Eh. The total charge is -1. The energy above the lowest of the compared OMol25 structures with the same formula, charge and spin comes out at 2.756 eV. The LUMO energy is 3.9 eV.

Last column: natural (NBO) charge in e.
Geometry (Å):
C: 2.404 0.028 -0.045  0.823
N: 1.048 0.462 -0.064  -0.905
O: 3.353 0.779 -0.136  -0.732
O: 2.333 -1.212 0.195  -0.751
P: 0.153 -0.952 -0.278  0.566
H: 0.527 1.653 -1.033  0.246
H: -1.093 -0.245 -0.207  -0.162
H: -0.006 -1.319 1.070  -0.085

---

[3]
# C13H23AlF4N2

A structure of composition C13H23AlF4N2 at a distorted geometry (ωB97M-V with the def2-TZVPD basis set, the Open Molecules 2025 dataset).

The value obtained for the HOMO energy is -6.82 eV. For the total energy, the calculation gives -1260.7020 Eh. The LUMO energy is -1.4 eV.

Last column: natural (NBO) charge in e.
Geometry (Å):
C: 3.483 0.336 2.377  -0.653
C: 3.120 -0.078 0.966  0.107
C: 3.153 -1.549 0.624  -0.670
C: 2.821 0.913 0.056  -0.277
C: 1.451 1.131 -0.561  -0.445
C: 0.453 1.394 0.574  -0.390
C: -0.872 2.105 0.179  -0.215
C: -1.007 2.466 -1.307  -0.617
C: -2.115 1.313 0.705  -0.376
C: -3.098 0.856 -0.389  -0.461
C: -4.188 -0.010 0.146  0.491
N: -4.255 -1.320 -0.088  -0.468
C: -5.402 -1.821 0.515  -0.055
C: -6.018 -0.782 1.120  -0.061
N: -5.243 0.348 0.873  -0.473
H: 3.807 1.378 2.337  0.218
H: 4.337 -0.261 2.717  0.206
H: 2.616 0.205 3.020  0.216
H: 3.366 -2.102 1.539  0.205
H: 2.273 -1.902 0.086  0.225
H: 4.023 -1.676 -0.022  0.273
H: 3.620 1.600 -0.227  0.208
H: 1.563 1.962 -1.251  0.209
H: 1.121 0.222 -1.084  0.206
H: 0.963 2.012 1.316  0.219
H: 0.249 0.444 1.072  0.195
H: -0.903 3.053 0.719  0.207
H: -1.907 3.053 -1.489  0.198
H: -0.977 1.563 -1.918  0.205
H: -0.167 3.070 -1.640  0.236
H: -2.685 1.956 1.385  0.197
H: -1.808 0.461 1.313  0.215
H: -3.568 1.688 -0.908  0.249
H: -2.543 0.238 -1.094  0.242
H: -3.584 -1.850 -0.621  0.460
H: -5.718 -2.846 0.473  0.260
H: -6.945 -0.797 1.662  0.258
H: -5.439 1.292 1.166  0.454
F: 5.842 -3.749 -1.299  -0.789
Al: 5.210 -3.618 -2.875  2.156
F: 3.575 -3.132 -2.766  -0.794
F: 5.307 -5.118 -3.662  -0.785
F: 6.086 -2.450 -3.742  -0.786

---

[4]
# C10H16P2

An isolated molecule of C10H16P2 at a distorted geometry (ωB97M-V with the def2-TZVPD basis set, the Open Molecules 2025 dataset).

The value obtained for the HOMO energy is -7.98 eV. For the total energy, the calculation gives -1073.2868 Eh. The energy above the lowest of the compared OMol25 structures with the same formula, charge and spin comes out at 0.000 eV. The LUMO energy is 0.6 eV. The SMILES is Cc1cccc(P(C)#P(C)C)c1.

Last column: natural (NBO) charge in e.
Geometry (Å):
C: 3.462 0.628 -0.318  -0.630
C: 2.319 0.811 0.619  -0.009
C: 2.404 1.070 1.973  -0.215
C: 1.231 1.122 2.764  -0.201
C: 0.019 1.014 2.147  -0.209
C: -0.102 0.939 0.731  -0.332
P: -1.727 0.855 -0.109  0.543
C: -1.323 1.953 -1.558  -0.927
P: -1.626 -1.405 -1.078  0.530
C: -2.076 -2.190 0.551  -0.934
C: 0.038 -2.252 -0.992  -0.946
C: 1.046 0.784 0.018  -0.223
H: 3.495 1.572 -0.997  0.220
H: 4.391 0.310 0.058  0.225
H: 3.107 -0.207 -0.939  0.216
H: 3.262 1.327 2.584  0.215
H: 1.243 1.147 3.775  0.207
H: -0.916 0.914 2.720  0.215
H: -0.740 2.720 -1.163  0.228
H: -0.753 1.410 -2.278  0.224
H: -2.242 2.487 -1.931  0.240
H: -1.213 -2.167 1.335  0.218
H: -2.915 -1.826 1.018  0.224
H: -2.271 -3.272 0.373  0.223
H: -0.251 -3.266 -0.775  0.232
H: 0.827 -1.864 -0.264  0.235
H: 0.597 -2.180 -1.976  0.225
H: 1.155 0.815 -1.078  0.207

---

[5]
# C5H4BrN2S

The ion C5H4BrN2S with charge +1 at a distorted geometry (ωB97M-V with the def2-TZVPD basis set, the Open Molecules 2025 dataset).

The value obtained for the HOMO energy (spin up / spin down) is -11.95 / -11.95 eV. For the total energy, the calculation gives -3274.1764 Eh. The total charge is +1. The energy above the lowest of the compared OMol25 structures with the same formula, charge and spin comes out at 5.922 eV. The LUMO energy (spin up / spin down) is -5.2 / -5.2 eV.

Last column: natural (NBO) charge in e.
Geometry (Å):
C: -1.704 1.517 0.037  0.109
C: -0.782 -0.425 0.748  0.005
C: 0.388 0.797 -0.663  0.164
C: 1.121 -1.389 0.189  -0.067
C: 0.592 -2.346 0.960  -0.336
N: 0.329 -0.308 0.075  -0.402
N: -0.608 1.660 -0.630  -0.483
S: -0.960 -1.814 1.709  0.549
Br: 1.749 1.143 -1.920  0.152
H: -2.561 2.135 0.133  0.256
H: 2.220 -1.518 -0.216  0.294
H: 0.994 -3.350 1.012  0.281
H: -0.550 2.504 -1.243  0.479

---

[6]
# C27H35F5N4OP2PbTe

A structure of composition C27H35F5N4OP2PbTe at a distorted geometry (ωB97M-V with the def2-TZVPD basis set, the Open Molecules 2025 dataset).

The value obtained for the HOMO energy is -13.02 eV. For the total energy, the calculation gives -2986.1961 Eh. The total charge is +2. The energy above the lowest of the compared OMol25 structures with the same formula, charge and spin comes out at 0.000 eV. The LUMO energy is -9.2 eV.

Last column: Mulliken charge in e.
Geometry (Å):
Pb: -0.062 -0.111 -0.054  1.775
C: 8.196 2.941 -2.208  -0.358
C: 7.737 2.800 -0.969  -0.273
C: 7.413 3.831 0.066  -0.365
C: 7.208 5.281 -0.431  -0.943
C: 6.101 5.413 -1.439  -0.187
C: 6.136 5.222 -2.747  -0.438
C: 7.282 4.835 -3.644  -0.538
C: 8.515 4.200 -2.960  -0.880
C: -2.045 0.178 -0.715  -1.734
H: 8.348 2.011 -2.794  0.298
H: 7.572 1.765 -0.619  0.580
H: 8.191 3.831 0.848  0.369
H: 6.488 3.512 0.581  -0.024
H: 6.955 5.898 0.456  0.405
H: 8.154 5.682 -0.812  0.339
H: 5.120 5.686 -1.001  0.335
H: 5.193 5.375 -3.301  0.341
H: 7.608 5.712 -4.226  0.345
H: 6.896 4.120 -4.391  0.315
H: 9.242 3.959 -3.764  0.378
H: 9.011 4.940 -2.323  0.309
H: -2.257 -0.692 -1.339  0.543
H: -2.146 1.092 -1.252  0.644
H: -2.654 0.165 0.178  0.558
P: 0.332 2.417 0.037  -0.076
P: 2.271 -0.046 0.852  -0.469
N: 0.177 3.139 -1.465  0.590
N: -0.691 3.316 1.004  0.667
N: 3.401 -0.210 -0.385  0.513
N: 2.647 -1.162 2.024  0.470
C: 2.008 2.716 0.615  -1.330
C: 2.559 1.595 1.548  -0.791
C: 0.056 2.478 -2.712  -0.468
C: 0.180 3.438 -3.723  -0.749
C: 0.388 4.733 -3.082  -0.812
C: 0.387 4.510 -1.692  -0.370
C: -2.118 3.316 0.930  -0.486
C: -2.608 3.998 2.053  -0.764
C: -1.465 4.410 2.853  -0.717
C: -0.316 3.973 2.195  -0.343
C: 3.192 -0.959 -1.576  -0.566
C: 4.362 -0.909 -2.338  -0.976
C: 5.330 -0.101 -1.608  -0.465
C: 4.702 0.310 -0.418  -0.434
C: 3.944 -1.450 2.503  -0.241
C: 3.831 -2.265 3.644  -0.676
C: 2.405 -2.476 3.884  -0.692
C: 1.705 -1.795 2.891  -0.477
H: 2.042 3.702 1.103  0.699
H: 2.628 2.776 -0.292  0.466
H: 3.634 1.724 1.745  0.662
H: 2.041 1.605 2.525  0.423
H: -0.100 1.422 -2.740  0.499
H: 0.122 3.254 -4.766  0.515
H: 0.505 5.666 -3.560  0.531
H: 0.488 5.187 -0.873  0.546
H: -2.607 2.856 0.109  0.561
H: -3.631 4.184 2.262  0.502
H: -1.491 4.955 3.764  0.494
H: 0.716 4.063 2.456  0.452
H: 2.245 -1.429 -1.743  0.595
H: 4.512 -1.371 -3.282  0.497
H: 6.315 0.142 -1.907  0.543
H: 5.076 0.920 0.382  0.580
H: 4.801 -1.093 1.981  0.540
H: 4.634 -2.660 4.203  0.499
H: 1.977 -3.052 4.661  0.515
H: 0.660 -1.698 2.682  0.473
F: -2.996 -4.418 0.597  -0.331
Te: -2.102 -2.706 1.075  2.249
F: -3.630 -1.873 0.107  -0.416
F: -1.041 -2.903 -0.646  -0.543
F: -3.169 -2.552 2.695  -0.359
F: -0.691 -3.723 2.017  -0.400
O: -1.134 -0.985 1.552  -0.926

---

[7]
# C29H36N3

A cluster of 2 separate species, C29H36N3 in total at a distorted geometry (ωB97M-V with the def2-TZVPD basis set, the Open Molecules 2025 dataset).

The value obtained for the HOMO energy is -10.75 eV. For the total energy, the calculation gives -1290.6449 Eh. The total charge is +1. The energy above the lowest of the compared OMol25 structures with the same formula, charge and spin comes out at 0.000 eV. The LUMO energy is -4.9 eV.

Last column: natural (NBO) charge in e.
Geometry (Å):
C: 1.263 5.892 -1.587  -0.632
C: 0.475 4.614 -1.541  0.009
C: -0.698 4.538 -0.788  -0.215
C: -1.487 3.388 -0.757  -0.022
C: -2.742 3.501 0.074  -0.651
C: -1.072 2.243 -1.477  0.006
C: -1.926 0.978 -1.545  -0.236
C: -3.262 1.255 -2.270  -0.604
C: -2.155 0.314 -0.161  -0.522
C: -1.020 -0.327 0.513  0.213
C: -0.900 -0.479 1.904  -0.149
C: 0.422 -0.635 2.457  0.154
C: 1.627 -0.454 1.596  -0.678
C: 0.598 -0.953 3.792  -0.264
C: -0.482 -1.034 4.675  0.158
C: -0.235 -1.391 6.105  -0.657
C: -1.767 -0.783 4.177  -0.264
C: -2.013 -0.493 2.841  0.134
C: -3.441 -0.232 2.467  -0.657
C: 0.124 2.303 -2.216  -0.010
C: 0.613 1.120 -3.008  -0.657
C: 0.879 3.475 -2.238  -0.220
H: 2.146 5.777 -2.226  0.218
H: 0.660 6.725 -1.978  0.228
H: 1.601 6.187 -0.583  0.224
H: -1.021 5.412 -0.216  0.208
H: -3.483 2.717 -0.091  0.205
H: -2.507 3.532 1.152  0.220
H: -3.243 4.459 -0.145  0.238
H: -1.403 0.228 -2.154  0.225
H: -3.062 1.602 -3.290  0.231
H: -3.864 0.342 -2.350  0.208
H: -3.865 2.032 -1.785  0.211
H: -2.528 1.087 0.524  0.243
H: -2.933 -0.463 -0.280  0.273
H: -0.261 -0.770 -0.134  0.261
H: 2.541 -0.443 2.209  0.234
H: 1.693 -1.273 0.874  0.260
H: 1.586 0.480 1.017  0.241
H: 1.611 -1.124 4.164  0.229
H: -1.169 -1.436 6.672  0.233
H: 0.256 -2.370 6.159  0.249
H: 0.438 -0.672 6.588  0.251
H: -2.617 -0.815 4.863  0.228
H: -4.098 -0.640 3.248  0.237
H: -3.675 0.843 2.416  0.248
H: -3.734 -0.697 1.521  0.230
H: 1.487 1.405 -3.604  0.217
H: 0.935 0.291 -2.362  0.245
H: -0.143 0.733 -3.705  0.213
H: 1.796 3.501 -2.829  0.208
C: 4.029 -1.765 -2.773  -0.413
N: 2.821 -2.278 -2.151  -0.155
N: 1.830 -1.469 -1.743  -0.025
N: 0.986 -2.158 -0.974  -0.326
C: 1.457 -3.460 -0.887  0.120
C: 2.633 -3.549 -1.639  0.073
C: 3.322 -4.735 -1.873  -0.217
C: 2.736 -5.890 -1.341  -0.184
C: 1.589 -5.822 -0.521  -0.211
C: 0.941 -4.610 -0.261  -0.213
H: 4.685 -2.621 -2.964  0.224
H: 3.797 -1.253 -3.718  0.232
H: 4.546 -1.048 -2.115  0.225
H: 4.239 -4.730 -2.466  0.229
H: 3.171 -6.866 -1.565  0.233
H: 1.202 -6.745 -0.083  0.232
H: 0.069 -4.493 0.382  0.227

---

[8]
# CCl4NOP

An isolated molecule of CCl4NOP at a distorted geometry (ωB97M-V with the def2-TZVPD basis set, the Open Molecules 2025 dataset).

The value obtained for the HOMO energy is -9.72 eV. For the total energy, the calculation gives -2350.1216 Eh. The energy above the lowest of the compared OMol25 structures with the same formula, charge and spin comes out at 5.049 eV. The LUMO energy is -0.6 eV.

Last column: natural (NBO) charge in e.
Geometry (Å):
C: 0.938 0.689 -0.036  0.222
N: -0.279 0.732 0.103  -0.800
O: 1.786 -2.199 0.393  -0.754
P: -1.659 -0.026 0.649  1.019
Cl: 1.887 2.060 -0.278  0.094
Cl: 2.147 -0.797 -0.144  0.738
Cl: -1.716 -1.594 -0.643  -0.272
Cl: -3.104 1.134 -0.044  -0.246